No. 1
# C5H8N3OS

A gas-phase ion, C5H8N3OS (charge +1) in a non-equilibrium geometry (ωB97M-V with the def2-TZVPD basis set, the OMol25 dataset).

Values from the calculation:
* <S²>: 2.03
* LUMO (spin up / spin down): -3.727 / -6.150 eV
* energy relative to the best compared isomer or geometry (same formula, charge and spin): 1.163 eV
* net charge: +1
* 2S+1: 3
* highest occupied orbital energy (spin up / spin down): -0.3955 / -0.4708 hartree

Last column: natural (NBO) charge in e.
Geometry (Å):
C (0.238, -0.305, -2.192)  -0.430
C (-0.266, -1.399, -1.486)  0.115
C (0.444, 1.053, -1.729)  0.211
C (0.114, 1.600, 0.716)  0.777
C (-0.231, -1.095, 1.045)  0.069
N (0.359, 1.650, -0.582)  -0.494
N (1.119, 1.705, 1.613)  -0.790
N (-0.542, -1.671, -0.198)  -0.618
O (-1.170, 1.695, 1.144)  -0.612
S (-0.527, -2.116, 2.318)  0.144
H (0.309, -0.314, -3.287)  0.259
H (-0.629, -2.300, -2.161)  0.236
H (0.594, 1.741, -2.506)  0.213
H (2.080, 1.598, 1.274)  0.438
H (0.981, 2.162, 2.520)  0.422
H (-1.173, 1.864, 2.202)  0.510
H (-0.947, -2.673, -0.106)  0.424
H (-0.753, -3.196, 1.414)  0.125

---

No. 2
# C29H19Br2Cl3HfN14OSi

A molecular structure, C29H19Br2Cl3HfN14OSi (ωB97M-V with the def2-TZVPD basis set, the OMol25 dataset).

Values from the calculation:
* LUMO: -1.189 eV
* energy relative to the best compared isomer or geometry (same formula, charge and spin): 0.069 eV
* net charge: 0
* highest occupied orbital energy: -0.3028 hartree

Last column: natural (NBO) charge in e.
Geometry (Å):
Hf (0.483, 0.416, -1.251)  2.108
N (-0.345, 4.109, -1.517)  -0.569
C (-0.225, 3.518, -0.260)  0.471
N (-0.473, 4.149, 0.864)  -0.340
N (-0.309, 3.213, 1.820)  -0.071
N (0.026, 2.086, 1.307)  -0.102
N (0.101, 2.237, -0.042)  -0.564
C (-0.709, 3.326, -2.569)  0.504
N (-1.552, 3.664, -3.576)  -0.266
N (-1.789, 2.560, -4.229)  0.018
N (-1.072, 1.609, -3.693)  0.010
N (-0.374, 2.057, -2.643)  -0.418
H (-0.670, 5.064, -1.517)  0.439
Br (1.465, 3.984, 6.251)  0.071
C (1.156, 2.124, 6.086)  -0.082
C (0.307, 1.660, 5.092)  -0.221
C (0.103, 0.297, 4.967)  -0.234
C (0.746, -0.592, 5.823)  0.120
C (1.550, -0.108, 6.845)  -0.230
C (1.774, 1.254, 6.968)  -0.230
N (0.535, -2.016, 5.776)  -0.110
N (0.650, -2.660, 4.725)  -0.123
C (1.092, -2.023, 3.521)  0.026
C (2.282, -1.356, 3.404)  -0.178
C (2.669, -0.726, 2.207)  -0.234
C (1.824, -0.717, 1.127)  0.338
O (2.046, -0.086, -0.022)  -0.830
C (0.607, -1.447, 1.223)  0.100
N (-0.191, -1.404, 0.117)  -0.547
C (-1.275, -2.154, 0.094)  0.099
C (-1.669, -2.944, 1.181)  -0.278
C (-0.929, -2.918, 2.335)  -0.101
C (0.254, -2.153, 2.383)  -0.021
H (-0.163, 2.352, 4.405)  0.255
H (-0.548, -0.074, 4.186)  0.220
H (2.007, -0.809, 7.533)  0.229
H (2.417, 1.637, 7.749)  0.232
H (2.933, -1.291, 4.266)  0.231
H (3.613, -0.202, 2.140)  0.240
H (-1.864, -2.125, -0.815)  0.214
H (-2.560, -3.550, 1.102)  0.233
H (-1.226, -3.491, 3.204)  0.244
Br (3.331, -4.174, -6.135)  0.056
C (2.142, -3.055, -5.176)  -0.115
C (1.111, -2.413, -5.842)  -0.202
C (0.246, -1.584, -5.146)  -0.274
C (0.393, -1.398, -3.773)  0.260
C (1.429, -2.072, -3.120)  -0.266
C (2.310, -2.881, -3.813)  -0.189
N (-0.394, -0.557, -2.977)  -0.852
C (-1.493, 0.155, -3.497)  0.092
C (-2.529, 0.264, -2.389)  0.210
C (-3.893, 0.192, -2.581)  -0.189
C (-4.720, 0.364, -1.478)  -0.145
C (-4.156, 0.629, -0.241)  -0.246
C (-2.776, 0.695, -0.139)  0.069
N (-1.981, 0.499, -1.190)  -0.522
H (0.994, -2.542, -6.909)  0.230
H (-0.516, -1.054, -5.701)  0.208
H (1.561, -1.964, -2.042)  0.217
H (3.121, -3.372, -3.293)  0.235
H (-1.915, -0.189, -4.439)  0.233
H (-4.296, 0.014, -3.568)  0.231
H (-5.795, 0.305, -1.590)  0.232
H (-4.770, 0.786, 0.634)  0.239
H (-2.283, 0.909, 0.803)  0.233
Cl (4.396, 0.221, -2.772)  -0.389
Si (2.579, 1.222, -2.882)  0.800
Cl (3.035, 3.204, -2.376)  -0.397
Cl (2.174, 1.326, -4.934)  -0.414

---

No. 3
# C39H37CoN5OS

A molecular structure, C39H37CoN5OS in a non-equilibrium geometry (ωB97M-V with the def2-TZVPD basis set, the OMol25 dataset).

Values from the calculation:
* <S²>: 4.07
* LUMO (spin up / spin down): 4.422 / 4.418 eV
* net charge: -2
* 2S+1: 4
* highest occupied orbital energy (spin up / spin down): -0.0181 / -0.0287 hartree

Last column: Mulliken spin population.
Geometry (Å):
Co (-0.322, 0.178, -1.786)  2.069
C (-2.475, 3.010, 0.774)  -0.004
C (-1.540, 3.714, -0.213)  -0.004
C (-0.080, 3.263, -0.125)  -0.010
N (0.107, 1.950, -0.716)  0.043
C (0.859, 1.719, -1.697)  -0.126
C (1.960, 2.221, -2.374)  -0.073
C (3.207, 2.335, -1.771)  0.310
C (3.554, 1.898, -0.449)  -0.094
C (3.124, 0.836, 0.281)  0.151
C (2.414, -0.395, -0.176)  0.007
C (1.113, -0.704, -0.783)  0.030
N (0.807, -1.377, -1.889)  -0.108
C (1.820, -1.366, -2.931)  -0.024
C (1.264, -1.351, -4.371)  0.008
C (-0.269, -1.239, -4.473)  0.013
N (-0.934, -0.324, -3.587)  -0.013
C (-1.161, 0.932, -3.919)  0.004
C (-0.528, 1.576, -5.019)  -0.001
C (-0.865, 2.723, -5.705)  0.012
C (-1.992, 3.534, -5.572)  0.006
C (-3.012, 3.386, -4.639)  -0.001
C (-3.138, 2.528, -3.561)  -0.001
C (-2.240, 1.544, -3.062)  0.007
N (-2.286, 0.981, -1.891)  0.032
C (-3.307, 1.257, -0.906)  0.015
C (-2.724, 1.526, 0.489)  0.004
H (-3.437, 3.538, 0.767)  0.000
H (-2.070, 3.107, 1.786)  0.002
H (-1.575, 4.793, -0.031)  0.003
H (-1.889, 3.549, -1.236)  0.000
H (0.211, 3.213, 0.929)  0.026
H (0.569, 3.992, -0.628)  -0.005
H (1.852, 2.399, -3.439)  -0.046
H (3.982, 2.836, -2.344)  0.016
H (4.331, 2.498, 0.030)  0.013
H (3.567, 0.727, 1.269)  0.005
H (3.163, -1.113, -0.514)  -0.018
H (2.425, -2.268, -2.782)  -0.003
H (2.492, -0.506, -2.800)  0.014
H (1.538, -2.275, -4.886)  0.000
H (1.732, -0.527, -4.916)  -0.003
H (-0.676, -2.228, -4.244)  0.003
H (-0.529, -0.999, -5.514)  0.001
H (0.368, 1.075, -5.369)  0.005
H (-0.176, 3.009, -6.494)  0.001
H (-2.098, 4.344, -6.286)  0.001
H (-3.838, 4.084, -4.750)  0.001
H (-4.042, 2.668, -2.982)  0.001
H (-3.943, 0.365, -0.848)  -0.005
H (-3.958, 2.096, -1.183)  0.005
H (-1.792, 0.966, 0.578)  -0.004
H (-3.410, 1.143, 1.250)  0.001
C (-0.489, -4.232, 5.880)  0.000
C (0.394, -5.130, 6.707)  0.008
O (0.083, -5.554, 7.798)  0.002
S (1.985, -5.559, 6.024)  0.002
C (2.040, -4.741, 4.463)  0.088
C (1.603, -5.389, 3.295)  -0.015
C (1.502, -4.714, 2.106)  0.097
C (1.789, -3.308, 2.000)  -0.038
C (2.301, -2.697, 3.208)  0.086
C (2.422, -3.391, 4.383)  -0.022
C (1.688, -2.615, 0.806)  0.772
C (1.343, -1.209, 0.666)  -0.218
H (-1.461, -4.153, 6.367)  -0.001
H (-0.599, -4.622, 4.869)  0.001
H (-0.038, -3.243, 5.789)  0.001
H (1.345, -6.442, 3.355)  0.002
H (1.171, -5.227, 1.211)  0.004
H (2.598, -1.655, 3.166)  -0.004
H (2.795, -2.898, 5.276)  0.002
N (-2.724, 1.420, 5.568)  0.000
C (-2.057, 0.992, 4.731)  0.000
C (-1.225, 0.467, 3.706)  0.006
C (-1.392, -0.840, 3.232)  0.010
C (-0.556, -1.341, 2.260)  0.013
C (0.475, -0.569, 1.703)  -0.104
C (0.616, 0.742, 2.168)  0.025
C (-0.206, 1.248, 3.155)  -0.006
H (-2.187, -1.450, 3.644)  -0.001
H (-0.687, -2.355, 1.907)  0.009
H (1.391, 1.363, 1.747)  0.012
H (-0.073, 2.262, 3.516)  0.003

---

No. 4
# C6H16NO4

4 unconnected molecules or ions with the total composition C6H16NO4 in a non-equilibrium geometry (ωB97M-V with the def2-TZVPD basis set, the OMol25 dataset).

Values from the calculation:
* LUMO: -4.349 eV
* energy relative to the best compared isomer or geometry (same formula, charge and spin): 0.940 eV
* net charge: +1
* highest occupied orbital energy: -0.4557 hartree

Last column: natural (NBO) charge in e.
Geometry (Å):
O (1.387, 0.001, 3.107)  -0.512
C (2.004, 0.128, 2.091)  0.442
C (2.451, -1.073, 1.245)  -0.511
C (1.166, -1.828, 0.829)  -0.450
C (0.196, -1.156, -0.073)  -0.098
C (0.444, -0.154, -0.906)  -0.095
N (-0.530, 0.140, -1.932)  -0.406
C (-0.029, 0.607, -3.028)  0.093
H (2.053, 1.098, 1.534)  0.119
H (3.058, -1.622, 1.971)  0.260
H (2.959, -0.781, 0.319)  0.208
H (0.606, -2.183, 1.695)  0.244
H (1.573, -2.725, 0.326)  0.253
H (-0.830, -1.459, 0.102)  0.222
H (1.385, 0.385, -0.912)  0.233
H (-1.579, 0.098, -1.774)  0.487
H (1.055, 0.695, -2.933)  0.207
H (-0.547, 0.811, -3.950)  0.237
H (-3.111, -0.420, -0.517)  0.514
H (-3.095, -1.737, -1.323)  0.499
O (-2.944, -0.804, -1.414)  -0.980
H (1.275, 3.641, 0.783)  0.484
H (-0.107, 3.128, 0.580)  0.475
O (0.807, 2.902, 0.361)  -0.953
H (-3.718, 1.258, 0.919)  0.494
H (-2.907, 0.447, 1.925)  0.504
O (-3.023, 0.601, 0.975)  -0.971

---

| no. | E_tot (eV) |
| --- | --- |
| 1 | -22655.417 |
| 2 | -240133.257 |
| 3 | -98995.944 |
| 4 | -16153.439 |